DFT (ωB97M-V/def2-TZVPD) results for a 2-piece molecular cluster, C7H12N2 overall.

The geometry in XYZ format:
```
21
Properties=species:S:1:pos:R:3:forces:R:3
C -1.7751 -1.5331 0.6006 0.0 0.7 1.7
C -0.8977 -0.6837 0.1181 -0.3 -0.1 0.8
C -0.5733 -0.6322 -1.3241 -1.9 1.4 -0.4
C -0.0900 0.2168 1.0348 -0.8 -1.0 -1.2
C -0.1665 1.5813 0.5585 0.1 2.1 0.6
C -0.0312 2.8666 0.7386 0.1 -2.7 -0.6
C -0.7665 2.4681 -0.4799 0.8 0.2 -0.4
H -2.0015 -1.5062 1.6582 0.0 -0.1 0.2
H -2.3331 -2.2113 0.0456 -0.8 -1.1 -1.2
H -1.4450 -1.0632 -1.8633 1.0 -0.1 0.0
H -0.5777 0.4425 -1.6023 0.3 -0.8 -0.2
H 0.3721 -1.0772 -1.5135 0.7 -0.5 -0.5
H -0.3505 0.2014 2.0755 -0.4 -0.4 0.5
H 0.8425 -0.2905 0.9133 1.2 0.6 0.3
H 0.4452 3.5848 1.2925 0.8 1.7 1.1
H -1.7907 2.7129 -0.5011 -1.4 -0.1 -0.2
H -0.2748 2.4895 -1.4450 0.0 0.3 -0.3
H 3.5657 -1.3973 0.7131 -1.0 0.3 0.0
N 2.5563 -1.2747 0.3737 2.7 -0.7 0.3
N 2.3029 -2.0679 -0.5134 -1.0 -1.5 -1.6
H 2.9889 -2.8269 -0.8799 -0.2 1.6 1.3
```
Forces are in eV/Å.

Computed properties:
Maximum force in eV/Å: 2.8
SMILES: C=C(C)CC1=CC1.[H]/N=N\[H]
Highest occupied orbital energy in eV: -8.5
Lowest unoccupied orbital energy in eV: 0.466
2S+1: 1
DFT total energy in eV: -10427.9739
Orbital gap in eV: 8.964

---

DFT (ωB97M-V/def2-TZVPD) results for a single C4H8INO2 molecule.

The geometry in XYZ format:
```
16
Properties=species:S:1:pos:R:3:forces:R:3
C 0.8605 1.3611 -0.4686 0.2 -1.1 0.9
C -0.5403 1.0650 0.2293 0.5 -1.5 -3.8
C -1.1717 -0.3446 -0.2447 -1.1 2.5 1.7
C -0.5734 -1.4452 0.5921 2.1 -1.0 -2.6
I -3.3655 -0.3626 0.1616 0.7 0.1 -0.1
N -1.3408 2.3156 -0.0245 -1.0 -1.2 -0.5
O -1.3098 3.1334 0.8530 0.1 0.7 0.5
O -1.9789 2.4051 -1.0619 0.7 -0.1 0.3
H 1.4493 1.8715 0.3382 -0.2 -0.3 -1.0
H 1.4332 0.3678 -0.7642 -1.3 2.2 0.4
H 0.6731 2.0718 -1.2991 0.5 -0.8 0.2
H -0.3874 0.9764 1.2394 0.0 0.2 2.4
H -1.1169 -0.4528 -1.3006 0.1 -0.2 -0.7
H -0.1857 -1.0572 1.5368 -0.7 -0.7 0.2
H 0.3675 -1.7359 -0.0088 -0.9 0.3 1.0
H -1.1706 -2.3812 0.5087 0.3 0.9 0.9
```
Forces are in eV/Å.

Computed properties:
Maximum force in eV/Å: 4.1
SMILES: C[C@H]([C@@H](C)I)[N+](=O)[O-]
Highest occupied orbital energy in eV: -9.5
Lowest unoccupied orbital energy in eV: 0.283
2S+1: 1
DFT total energy in eV: -17959.9462
Orbital gap in eV: 9.746

---

DFT (ωB97M-V/def2-TZVPD) results for C9H15CrN3O2S as an isolated structure.

The geometry in XYZ format:
```
31
Properties=species:S:1:pos:R:3:forces:R:3
Cr -0.3927 -0.3398 -0.4706 -0.3 -0.2 0.1
N -0.3110 1.8730 -0.3659 0.1 -0.3 0.1
C -1.2435 2.9147 -0.8197 0.0 -0.2 -0.2
C -2.4219 3.1428 0.1006 0.0 0.0 0.2
N -3.1509 1.9341 0.4445 0.0 0.1 0.1
H -0.0824 1.9932 0.6174 -0.1 0.1 0.0
H 0.5747 1.9528 -0.8572 0.0 0.2 0.0
H -1.5885 2.6235 -1.8147 -0.1 0.0 0.0
H -0.7403 3.8796 -0.9220 0.1 0.0 0.0
H -3.0226 3.9181 -0.3921 -0.1 0.0 0.0
H -2.0550 3.5883 1.0326 0.0 0.0 0.0
H -3.3321 1.3260 -0.3461 0.1 0.1 -0.1
H -4.0276 2.1530 0.8966 0.0 0.0 0.0
O 1.5071 0.0028 -0.1478 0.1 0.0 0.1
N 2.3975 -1.0021 -0.1033 -0.2 0.3 -0.1
C 3.6776 -0.6562 0.1548 0.1 -0.1 0.0
C 4.6622 -1.5948 0.1899 0.0 0.0 0.0
C 4.3056 -2.9342 -0.0463 0.2 0.0 0.1
C 3.0078 -3.2572 -0.2965 -0.4 0.0 -0.1
C 1.9853 -2.2696 -0.3395 0.4 -0.3 0.0
S 0.3449 -2.5898 -0.6354 0.0 0.1 0.0
H 3.8210 0.3987 0.3273 0.0 0.0 0.0
H 5.6780 -1.2933 0.3955 0.0 0.0 0.0
H 5.0620 -3.7088 -0.0262 0.0 0.0 0.0
H 2.7038 -4.2781 -0.4790 0.0 0.0 0.0
C -3.0638 -1.4894 1.0279 0.0 0.0 0.1
C -2.0496 -0.8534 0.1503 0.3 0.1 -0.5
O -2.3023 -0.5414 -1.0707 -0.1 0.2 0.3
H -3.8887 -1.9094 0.4488 0.0 0.0 0.0
H -3.4548 -0.7230 1.7031 0.0 0.0 0.0
H -2.5998 -2.2603 1.6437 0.0 0.0 0.0
```
Forces are in eV/Å.

Computed properties:
Maximum force in eV/Å: 0.6
Highest occupied orbital energy (spin up / spin down) in eV: -7.3 / -5.4
Lowest unoccupied orbital energy (spin up / spin down) in eV: 0.505 / 0.452
2S+1: 3
DFT total energy in eV: -57396.4795
Orbital gap (spin up / spin down) in eV: 7.775 / 5.810

---

DFT (ωB97M-V/def2-TZVPD) results for a 2-piece molecular cluster, C2H2ClN overall.

The geometry in XYZ format:
```
6
Properties=species:S:1:pos:R:3:forces:R:3
C -0.6973 -0.2274 0.4659 4.8 -0.7 -2.4
C 0.8006 0.6477 -0.8299 0.5 0.5 -0.1
N 1.6590 1.1873 -1.4491 -2.8 -1.8 2.0
Cl 0.0727 -1.7163 1.0166 -0.7 0.8 -0.2
H -0.4890 0.5556 1.1698 -1.2 0.4 0.0
H -1.3460 -0.4468 -0.3733 -0.6 0.7 0.7
```
Forces are in eV/Å.

Computed properties:
Maximum force in eV/Å: 5.4
Highest occupied orbital energy (spin up / spin down) in eV: -11.2 / -11.2
Lowest unoccupied orbital energy (spin up / spin down) in eV: -1.117 / -1.116
2S+1: 1
DFT total energy in eV: -16115.3755
Orbital gap (spin up / spin down) in eV: 10.098 / 10.098

---

DFT (ωB97M-V/def2-TZVPD) results for C15H36BrHfO9S as an isolated structure.

The geometry in XYZ format:
```
63
Properties=species:S:1:pos:R:3:forces:R:3
Hf 1.1737 -0.4959 1.0947 1.7 0.7 0.1
Br 3.2857 1.2927 0.4238 -3.0 -2.4 0.8
O 1.9391 5.2830 -5.4151 -3.5 -1.5 1.6
S 0.6183 4.6980 -5.0178 1.8 1.4 -1.3
O 0.0744 3.5912 -5.7822 0.5 1.3 1.4
O 0.6692 4.1767 -3.4357 0.6 -0.2 -1.2
C 1.3355 4.9988 -2.4825 -0.2 1.0 1.3
C 1.5781 4.2080 -1.1811 -0.1 -0.6 -0.9
C -0.6502 6.0407 -4.8167 0.6 -0.5 -0.4
H 0.6725 5.8363 -2.2655 -0.1 0.1 0.1
H 2.2796 5.4542 -2.7816 0.0 -0.4 -0.7
H 0.6986 3.6057 -0.9535 -0.2 0.1 0.1
H 1.8385 4.8168 -0.3152 0.0 0.3 -0.3
H 2.3890 3.5070 -1.3794 0.2 -0.1 0.1
H -0.7238 6.6647 -5.7073 0.2 -0.5 -0.3
H -0.3642 6.7397 -4.0308 0.1 -0.4 0.2
H -1.6050 5.5468 -4.6362 0.2 0.0 0.1
C 3.8111 -1.8968 -1.0225 4.7 2.2 -2.0
O 2.6747 -2.0049 -0.2913 -3.5 -0.5 2.7
C 1.9962 -3.2091 -0.7443 -0.9 -0.6 -0.5
C 0.7993 -3.4737 0.1280 2.0 -1.3 -0.5
O 0.0025 -2.3177 0.2665 0.2 1.3 0.3
C -1.3747 -2.6300 -0.0637 -4.0 2.7 -0.3
C -1.7972 -2.7546 -1.4865 1.3 -1.2 -1.7
O -1.7717 -1.5953 -2.2679 0.7 0.3 0.8
C -1.9941 -1.8384 -3.6596 -0.2 0.3 -1.2
H 3.6222 -1.5208 -2.0280 -0.3 -0.6 -0.3
H 4.5269 -2.7179 -0.9849 -0.9 -0.9 -0.2
H 4.5366 -1.1584 -0.6811 -0.7 0.6 0.8
H 2.6028 -4.1147 -0.7528 0.6 0.3 0.6
H 1.7622 -3.1065 -1.8040 -0.3 0.5 0.0
H 1.1553 -3.8123 1.1010 -0.1 0.1 0.3
H 0.2546 -4.3104 -0.3095 -0.3 0.2 0.0
H -2.0031 -1.7751 0.1860 0.6 0.6 0.8
H -1.9275 -3.3847 0.4957 1.4 -0.6 0.5
H -2.8117 -3.1528 -1.5051 -0.1 -0.3 0.4
H -1.1424 -3.5175 -1.9075 0.0 -0.4 -0.7
H -2.5369 -2.7594 -3.8724 -0.2 0.0 0.4
H -1.1019 -1.8635 -4.2852 0.6 -0.2 0.6
H -2.5282 -0.9962 -4.0995 -0.4 0.0 0.5
C 1.3378 2.6041 3.0855 -0.3 1.3 0.5
O 0.9916 1.1833 2.9522 1.1 -0.2 -1.4
C 0.6162 0.7042 4.2429 -0.9 -2.4 -0.4
C -0.5437 -0.2136 3.9206 -0.4 2.4 0.5
O -0.2568 -1.1693 2.8386 2.0 1.8 -0.4
C -0.5169 -2.4449 3.3660 -1.2 -3.6 -0.2
C -2.0352 -2.8138 3.4455 -0.7 0.7 0.4
O -2.7714 -2.1678 2.4335 1.3 1.0 -0.5
C -4.1790 -2.4147 2.3663 0.0 -0.2 1.2
H 0.4283 3.1155 3.4008 -0.4 0.0 -0.7
H 1.7642 3.0496 2.1867 -0.1 -0.5 0.1
H 1.9463 2.7927 3.9699 0.7 -0.7 -0.3
H 0.2536 1.4646 4.9347 0.1 0.2 -0.3
H 1.3840 0.0963 4.7213 0.6 0.5 -0.1
H -1.3076 0.4416 3.5021 -0.5 -0.4 0.3
H -0.7937 -0.6404 4.8919 -0.6 -0.7 -0.6
H -0.0236 -2.5497 4.3323 -0.2 0.1 0.1
H -0.1209 -3.2675 2.7704 0.6 0.6 -0.6
H -2.3700 -2.5509 4.4490 -0.4 0.1 0.1
H -2.1822 -3.8882 3.3352 0.5 -0.3 0.2
H -4.6137 -2.0681 1.4287 0.5 -0.3 -0.2
H -4.6796 -1.8341 3.1412 -0.1 -0.2 0.2
H -4.2914 -3.4823 2.5553 -0.7 0.0 -0.3
```
Forces are in eV/Å.

Computed properties:
Maximum force in eV/Å: 5.5
Highest occupied orbital energy in eV: -16.2
Total charge: +3
Lowest unoccupied orbital energy in eV: -13.902
2S+1: 1
DFT total energy in eV: -116715.7212
Orbital gap in eV: 2.323